Entry 1:
The following is a DFT calculation (ωB97M-V/def2-TZVPD) of C44H41CoN6O6 as an isolated structure.

As for the LUMO energy (alpha / beta): 2.360 / 2.063 eV. The value obtained for the HOMO energy (alpha / beta) is -0.10498 / -0.18196 hartree. Its expectation value of S² is 3.83.

ORCA input file:
```
! wB97M-V def2-TZVPD RIJCOSX def2/J DEFGRID3
* xyz -1 4
C 2.284 1.067 -0.065
C 2.957 0.412 4.164
C 0.639 -1.449 5.598
N -3.101 -1.429 -0.534
C 1.298 2.166 0.027
H -0.893 -4.729 4.282
C -0.456 -3.811 4.657
C 3.796 1.485 4.437
C -3.231 2.180 -1.925
H 4.852 -2.166 -3.045
C -4.020 -2.228 0.030
C -0.241 -3.651 6.023
C -5.267 -2.348 2.217
H 6.777 0.527 -0.941
C 0.783 -0.519 3.267
H 2.842 -0.870 -3.169
H -3.993 0.903 -7.536
C -3.411 -0.606 1.405
H -1.845 4.928 0.837
H 1.269 -2.852 -4.764
H 4.801 1.306 4.801
H -3.968 2.970 -2.101
C 2.870 -1.789 -3.750
H 0.213 2.081 3.116
C -0.523 -1.048 -4.588
H 1.890 -2.942 -0.537
C -0.504 3.601 -0.148
H 3.181 -4.210 -1.887
C -4.499 1.136 -6.597
C 3.613 1.526 -0.139
C 3.107 -1.161 -0.651
H 1.806 3.129 0.072
Co -1.365 0.851 0.025
C -2.496 0.055 -5.504
H -0.504 -4.442 6.715
N 0.028 2.218 -0.045
H 3.202 -1.512 -4.754
O -3.769 0.294 3.561
H 5.218 -1.307 -1.004
N -2.733 -0.457 0.285
C 0.326 -0.484 2.039
C -0.046 -0.316 0.804
C 0.440 -1.603 4.227
H 3.800 2.583 0.039
N 0.442 -1.311 -3.655
N 3.547 -3.279 -1.813
C 1.666 0.625 3.679
C 4.678 0.696 -0.462
C 1.440 -2.345 -3.812
H 1.306 -3.096 -3.029
C -0.116 -2.801 3.772
O 0.844 -0.873 -0.180
H 6.153 2.181 -1.001
C 6.090 1.231 -0.467
C -3.102 0.390 2.502
C 2.065 3.009 3.763
H 0.280 4.318 0.100
C 1.225 1.934 3.489
H -4.848 2.170 -6.648
H -1.532 3.436 1.729
H 1.044 -0.517 5.974
C -1.721 3.848 0.736
C 2.055 -0.299 -0.253
O -5.536 -1.709 3.329
C 3.918 -2.722 -3.134
H -0.357 -1.492 -5.565
C -1.628 -0.209 -4.413
H 0.458 -2.318 7.550
O -5.834 -3.374 1.896
H -2.285 -0.440 -6.450
C -3.801 1.577 -4.222
O -2.202 1.222 2.241
H 4.010 3.626 4.446
C 4.406 -0.630 -0.755
C 0.304 -2.464 6.487
H -4.619 2.290 -4.139
C -3.581 0.925 -5.418
H -3.610 2.840 0.989
H 6.442 1.404 0.554
C -1.915 0.419 -3.121
H -2.673 -1.450 -1.449
H -4.449 -3.077 -0.480
C 3.354 2.789 4.235
C -4.269 -1.736 1.289
H 3.308 -0.605 4.310
H -3.609 4.001 -0.341
H -4.988 -0.841 3.432
H -5.384 0.495 -6.533
H 4.122 -3.572 -3.787
H -0.289 -2.921 2.707
H 0.229 -0.953 -2.725
N -2.687 2.153 -0.765
C -2.986 1.345 -3.075
O -1.206 0.113 -2.098
H 1.708 4.022 3.610
C -3.017 3.235 0.167
H -0.771 3.758 -1.194
C 2.792 -2.508 -0.944
*
```



Entry 2:
The following is a DFT calculation (ωB97M-V/def2-TZVPD) of C44H41CrI2N8O7PS3 as an isolated structure.

As for the LUMO energy (alpha / beta): -3.766 / -3.089 eV. The value obtained for the HOMO energy (alpha / beta) is -0.35777 / -0.35833 hartree. Its expectation value of S² is 0.77.

ORCA input file:
```
! wB97M-V def2-TZVPD RIJCOSX def2/J DEFGRID3
* xyz 1 2
H -1.033 -2.274 0.979
C -0.348 4.161 5.374
C 0.032 2.475 -1.983
H 5.567 -2.100 -0.232
H 4.435 1.522 2.234
C 1.538 -1.202 5.621
H -5.557 -1.472 -1.747
O -2.318 -6.201 -3.542
I -2.020 -2.072 3.369
H 0.205 -4.960 -2.875
S -2.584 -4.834 -3.888
N -0.858 2.063 -1.059
C 4.846 3.966 -0.409
H -3.247 4.371 -1.581
H -0.753 -1.025 -3.982
C -0.207 -1.769 -2.063
O -3.220 -3.982 -2.910
H -4.598 -6.600 -4.985
C 4.383 -0.921 -3.174
H 6.020 -2.210 -2.662
H -0.325 -2.190 5.883
H 0.850 2.687 2.863
H -5.458 -1.984 0.634
H -1.645 5.045 -3.399
H -5.688 0.282 -1.420
C 2.955 4.737 0.865
H -3.746 -3.693 -5.558
C 1.927 -0.206 3.414
H 0.925 -3.568 -3.676
C 2.914 2.554 -0.159
H -1.263 -3.114 -4.840
H -3.662 3.869 6.021
C -2.638 2.948 4.385
H 0.559 4.620 5.748
C 4.188 2.773 -0.678
H 4.568 -0.981 -4.240
C 3.903 -0.768 -0.450
C -2.322 3.837 -1.742
C -0.779 -2.354 -0.063
I 2.129 -1.652 7.583
H 3.703 -0.712 0.612
H 2.733 0.407 -3.413
C -3.556 -4.754 -5.389
H 1.294 3.378 0.976
O 0.178 -0.549 1.738
C 3.104 -0.036 -1.332
C 2.294 3.547 0.599
H 3.990 -0.147 6.130
C -0.236 3.535 -2.854
N -0.435 -1.276 -0.843
P 1.895 1.107 -0.594
S -4.762 0.158 1.453
C -1.026 -4.073 -4.377
H 5.841 4.130 -0.803
O -1.543 -4.930 0.693
H -5.391 -5.173 -4.317
H -2.694 2.440 -0.183
H -1.612 4.955 6.897
C 4.944 -1.550 -0.926
Cr -0.299 0.606 0.339
C -2.714 3.727 5.519
C -0.121 -1.380 3.906
H 4.757 5.868 0.575
C -0.264 3.380 4.225
S -3.471 -0.556 -1.116
C -2.008 2.765 -0.949
C -1.560 4.338 6.009
H -6.752 -0.768 0.512
H -0.624 -4.765 -5.118
H 0.968 -1.396 -3.801
C 0.006 -3.963 -3.246
H 0.276 0.041 -3.027
C 5.193 -1.619 -2.290
O -0.336 -5.740 -0.910
C -5.284 -0.666 -1.068
H 0.504 3.813 -3.592
H -2.945 -5.164 -6.194
O 0.957 3.233 3.661
N -0.285 -3.114 -2.076
C -1.422 4.218 -2.736
N -2.215 0.588 0.938
C 0.319 -1.640 5.210
C -4.836 -5.555 -5.174
C 4.361 0.770 4.245
C -1.422 2.769 3.714
C -0.678 -3.484 -0.799
C 0.093 -0.993 -3.290
N 1.230 1.804 -2.055
H 2.474 5.497 1.468
H 5.320 1.187 4.522
C 2.369 -0.468 4.745
N 2.695 0.497 2.539
C -1.376 1.969 2.475
C 0.641 -0.700 2.967
N -0.866 -4.822 -0.307
H 1.900 2.274 -2.647
O -0.311 2.039 1.713
N -2.403 1.235 2.157
H 4.676 2.015 -1.280
C 3.852 0.963 2.954
H -5.471 -5.489 -6.055
C 4.234 4.943 0.365
H -3.516 2.461 3.983
C -5.691 -0.957 0.358
C -3.319 0.091 0.479
C 3.625 0.047 5.130
C 3.343 -0.133 -2.702
*
```



Entry 3:
The following is a DFT calculation (ωB97M-V/def2-TZVPD) of C44H41N2O2S7Ti as an isolated structure.

As for the LUMO energy (alpha / beta): -5.659 / -7.867 eV. The value obtained for the HOMO energy (alpha / beta) is -0.47072 / -0.47100 hartree. Its expectation value of S² is 0.78.

ORCA input file:
```
! wB97M-V def2-TZVPD RIJCOSX def2/J DEFGRID3
* xyz 2 2
N -1.255 6.262 0.434
H 4.301 -3.028 -3.639
C 1.039 -2.425 1.818
C -5.695 -1.696 -0.779
C -0.985 0.137 3.400
C -0.749 -3.310 -1.321
H -1.400 6.016 2.493
H -2.885 5.833 -0.783
H -4.079 -2.863 2.435
C -3.092 -2.430 2.590
H -0.338 -4.665 2.276
H -2.789 -1.910 1.687
C 5.652 0.420 2.454
S -3.335 -1.312 3.996
H 6.853 -1.503 -0.052
S 1.339 0.455 6.906
H -6.154 -0.060 0.529
C 1.073 -1.096 -4.564
H 5.930 0.802 3.427
C 0.461 -0.917 -2.201
C -5.412 -0.496 -0.127
H -2.798 -1.988 -2.526
C -1.249 -4.955 0.368
H 2.776 -2.337 -1.869
H 8.586 0.079 2.145
H -0.779 3.760 2.376
H 4.692 -0.892 -1.049
C -1.804 5.694 -0.787
C -1.446 4.191 -0.906
H -2.394 -3.218 2.855
H -1.913 0.486 -4.191
H -0.823 -2.980 -2.346
H -2.278 3.406 1.498
H -1.951 -5.023 -1.670
C -3.518 -1.573 -1.838
S -1.741 0.519 -1.366
C 1.983 -1.513 -5.568
C -1.764 -0.635 4.301
C 0.192 6.145 0.421
N -0.613 3.801 0.278
C 3.407 -2.472 -3.886
C 0.181 -3.088 0.905
C 4.082 0.260 0.674
H 0.587 6.722 -0.415
C -1.001 -0.034 -3.932
C -1.372 -4.466 -0.946
H -4.032 1.100 0.188
H 3.738 1.402 2.463
H 1.163 -2.829 2.816
C -3.258 -0.387 -1.170
C 7.881 -0.730 2.341
C -1.399 4.057 1.524
H 8.290 -1.640 1.906
C 6.540 -0.400 1.761
C 4.952 -0.538 -0.059
H 1.748 -1.297 -6.602
C -1.788 5.558 1.583
H -2.873 5.665 1.591
H 7.819 -0.858 3.421
C 0.287 0.186 5.709
H -7.841 -1.716 -0.716
O 0.531 1.876 -1.332
C -4.213 0.161 -0.322
C 1.739 -1.331 1.427
H -0.863 3.959 -1.797
C 2.557 -2.075 -2.896
O 1.831 1.618 0.925
C 0.713 -1.359 -0.796
C 3.125 -2.179 -5.239
H -1.402 6.244 -1.638
H -2.334 3.553 -0.905
H -0.359 -0.268 -5.945
H 2.422 -0.857 2.117
C 4.419 0.760 1.921
H -1.738 -5.877 0.648
C 0.618 4.660 0.291
H 0.587 6.578 1.340
C -0.701 -0.269 -2.575
S -1.162 -0.777 5.884
S 0.471 0.766 4.068
S -1.484 0.436 1.824
H 3.812 -2.498 -6.010
C -0.479 -4.281 1.273
C -0.136 -0.446 -4.901
H -7.079 -2.783 0.453
C 0.030 -2.567 -0.400
C 1.372 -1.354 -3.205
S 2.581 0.687 -0.145
C -4.732 -2.215 -1.641
C 6.171 -0.874 0.502
H 1.155 4.459 -0.638
H -4.938 -3.132 -2.179
H -7.119 -3.232 -1.250
C -7.003 -2.396 -0.564
C 1.581 -0.800 0.116
Ti 0.032 1.800 0.201
H 1.244 4.337 1.129
*
```



Entry 4:
The following is a DFT calculation (ωB97M-V/def2-TZVPD) of a 6-piece molecular cluster, C44H42I2N3O23 overall.

As for the LUMO energy: -3.486 eV. The value obtained for the HOMO energy is -0.40258 hartree.

ORCA input file:
```
! wB97M-V def2-TZVPD RIJCOSX def2/J DEFGRID3
* xyz 1 1
H 3.143 8.248 3.107
C -0.305 5.842 0.177
C 3.547 -0.219 -3.317
H 5.207 -1.255 1.972
C -0.225 -1.977 6.489
O 4.257 -3.099 2.144
O -1.366 0.551 -3.227
H -1.494 10.121 6.748
H 4.931 -7.757 0.744
H 0.218 0.292 -4.392
C -3.787 -5.444 -6.472
O 1.272 -2.585 4.750
H 4.729 -0.535 -0.444
H 4.644 0.213 -5.085
H -0.851 -0.647 1.820
C -0.697 -4.749 6.956
C -6.299 -4.454 -7.584
N 1.620 -0.582 -0.292
H 6.035 -5.904 -0.287
H 3.300 -3.885 0.494
H 4.951 -3.206 0.186
C -2.020 0.290 -4.227
C -1.977 6.189 2.064
C -1.389 -3.662 7.748
O 0.079 0.027 -5.324
H 3.305 -7.023 0.496
O -6.301 -2.793 -5.919
H -2.728 3.286 2.904
C -0.569 9.460 4.785
I 4.649 -1.998 -3.117
H 0.004 1.395 3.163
C -1.242 -0.038 -5.477
H 1.993 9.388 7.164
C 4.320 -7.127 0.102
C 4.205 -1.688 2.071
H 0.514 1.341 1.476
C 0.242 -0.447 -0.702
C -4.456 -4.295 -5.909
O -4.036 -3.649 -4.960
C 4.312 -3.745 0.907
H 0.003 -2.325 -1.624
H -4.378 -7.363 -8.850
O 0.066 -0.826 6.201
H -5.698 -2.567 -5.184
N 3.757 -0.639 -0.195
H 0.710 -5.140 5.331
C -1.841 -0.366 -6.626
O -0.953 -5.900 7.241
C -5.618 -5.595 -8.165
C -4.327 -6.064 -7.532
H 3.337 1.388 -4.747
H -0.163 -0.882 3.393
O -6.016 -6.211 -9.133
H -5.551 -0.366 -6.498
C 1.948 -1.133 0.939
O 4.302 -7.780 -1.161
H -7.229 -4.134 -8.031
O -2.853 4.244 3.039
H 1.571 -2.009 2.620
C 2.745 -0.281 -0.969
C -0.435 -1.574 -0.973
C -2.066 4.855 2.167
H 4.539 -5.251 -0.911
N 1.039 -1.592 1.864
C -1.159 -2.358 7.520
H 1.639 0.880 2.820
C 0.158 9.586 6.104
H -1.649 -1.574 8.080
H -0.340 8.972 2.668
H -4.008 0.525 -3.382
C 1.484 8.767 3.741
O -2.228 -4.100 8.668
C 3.307 -1.166 0.998
O -0.597 9.991 7.112
H -2.205 -5.076 8.627
O -3.932 -0.710 -7.665
C -1.264 3.931 1.283
O -1.391 2.729 1.458
C -3.460 0.275 -4.280
H -0.155 0.556 -0.810
H 1.226 -1.611 4.861
H 0.346 7.411 -0.562
C -3.292 -0.406 -6.679
C -1.091 6.767 1.077
H -2.862 -5.770 -6.016
H 3.791 -1.362 3.027
C 4.978 -5.762 -0.042
C 0.081 -0.573 2.376
H 3.878 -7.204 -1.805
O -3.785 -7.121 -8.110
C 0.614 0.855 2.442
O -0.928 7.962 0.916
C 2.833 0.293 -2.309
O -5.382 -0.098 -5.571
C -0.394 4.507 0.285
O 4.872 -5.000 1.149
C 3.634 0.345 -4.703
O -1.759 9.717 4.777
H 0.165 3.835 -0.351
C 0.447 -3.060 5.687
H -2.546 6.861 2.692
O 0.465 6.450 -0.706
C 0.181 9.046 3.615
C -4.070 -0.051 -5.432
C 0.229 -4.359 5.902
C 1.464 9.304 6.225
O 3.388 8.571 5.071
H -1.408 -1.737 -0.524
H 2.985 -0.255 -5.348
C 2.207 8.867 5.062
C -5.759 -3.843 -6.522
H -1.292 -0.607 -7.526
O 2.251 8.378 2.728
I 1.710 2.051 -2.555
*
```